# 1
{"formula": "C2H3ClFI", "method": "ωB97M-V with the def2-TZVPD basis set", "symbols": ["Cl", "I", "F", "C", "C", "H", "H", "H"], "positions_angstrom": [[0.309, 1.656, 0.672], [3.269, -0.616, 0.055], [-0.958, 0.985, -1.425], [-0.894, 0.723, -0.112], [-1.691, -0.164, 0.450], [-1.647, -0.369, 1.499], [4.021, -1.524, -0.986], [-2.408, -0.691, -0.154]], "smiles": "C=C(F)Cl.I", "homo_energy_ev": -9.89, "e_lumo_ev": 0.59, "orbital_gap_ev": 10.5}

# 2
{"formula": "CH2N2O3S", "method": "ωB97M-V with the def2-TZVPD basis set", "symbols": ["S", "H", "O", "N", "O", "N", "C", "O", "H"], "positions_angstrom": [[1.623, -0.847, 3.371], [-0.855, 0.779, -0.454], [1.045, -1.871, 1.009], [1.106, -0.927, 1.795], [3.361, -2.762, 2.719], [-0.168, 0.157, 0.134], [0.343, 0.350, 1.355], [0.443, 1.275, 2.070], [0.227, -0.706, -0.150]], "homo_energy_ev": [-9.76, -9.86], "e_lumo_ev": [-2.04, -1.99], "orbital_gap_ev": [7.7, 7.9]}

# 3
{"formula": "C7H7N", "method": "ωB97M-V with the def2-TZVPD basis set", "symbols": ["C", "H", "C", "C", "H", "C", "C", "H", "C", "H", "C", "N", "H", "H", "H"], "positions_angstrom": [[-0.794, -0.264, 0.138], [0.784, 1.493, -1.688], [-0.944, -0.241, 1.529], [-1.252, -0.551, -1.132], [-0.021, -0.537, -3.022], [0.258, 0.308, 2.141], [1.148, 0.561, 1.085], [2.037, 0.056, -1.681], [-0.199, -0.457, -2.023], [-1.890, -0.668, 2.076], [0.939, 0.326, -1.464], [0.539, 0.198, -0.012], [2.382, 0.554, 1.165], [0.277, 0.356, 3.212], [-2.284, -0.732, -1.624]], "smiles": "C1=Cc2cccn2C1", "homo_energy_ev": -7.51, "e_lumo_ev": 0.64, "orbital_gap_ev": 8.1}

# 4
{"formula": "C3H12N3", "method": "ωB97M-V with the def2-TZVPD basis set", "symbols": ["N", "H", "H", "H", "H", "C", "H", "C", "C", "H", "N", "H", "H", "H", "H", "H", "N", "H"], "positions_angstrom": [[0.930, -1.672, -1.014], [1.087, 2.573, 0.999], [1.208, 1.270, -1.024], [-0.423, 2.603, 1.986], [0.381, -3.450, -0.148], [-0.235, 0.974, 0.485], [1.828, -2.143, -1.121], [-0.013, 2.399, 0.997], [0.096, -2.418, -0.354], [-0.283, 1.026, -1.595], [-1.063, -1.993, 0.133], [-0.483, 3.137, 0.318], [-1.296, 0.709, 0.366], [-1.717, -2.605, 0.569], [0.226, 0.279, 1.194], [0.714, -0.448, -0.958], [0.341, 0.775, -0.832], [-1.299, -1.018, 0.000]], "homo_energy_ev": -14.59, "e_lumo_ev": -2.76, "orbital_gap_ev": 11.8, "charge": 1}

# 5
{"formula": "C7H17N2", "method": "ωB97M-V with the def2-TZVPD basis set", "symbols": ["H", "C", "H", "H", "H", "H", "C", "H", "C", "H", "H", "C", "C", "H", "H", "C", "H", "H", "C", "N", "H", "H", "H", "H", "N", "H"], "positions_angstrom": [[3.341, -1.257, -0.265], [1.503, -0.392, 0.063], [1.813, -2.370, 0.897], [0.268, 1.930, -1.292], [-1.190, 1.451, 1.088], [2.576, -0.700, -1.781], [1.067, -1.799, 0.397], [-1.796, 0.802, -1.140], [0.861, 2.084, -0.460], [-1.258, -0.793, -0.549], [0.098, -2.102, 0.963], [2.800, -0.540, -0.686], [0.737, 0.846, 0.365], [-3.361, -1.186, 0.448], [0.631, 3.104, 0.136], [-1.832, 0.053, -0.359], [1.000, -2.500, -0.576], [-3.531, 0.577, 0.765], [-3.283, -0.194, 0.047], [1.760, 0.460, 1.256], [-3.840, 0.048, -0.740], [1.558, 0.268, 2.204], [3.262, 0.454, -0.691], [-0.677, -0.189, 1.506], [-0.981, 0.525, 0.792], [1.780, 2.244, -0.926]], "smiles": "CC[NH2+][C@@]1(C)NC1(C)C", "homo_energy_ev": -13.92, "e_lumo_ev": -2.88, "orbital_gap_ev": 11.0, "charge": 1}

# 6
{"formula": "C18H21BeP2", "method": "ωB97M-V with the def2-TZVPD basis set", "symbols": ["Be", "C", "H", "P", "C", "H", "H", "H", "H", "H", "H", "C", "C", "H", "H", "C", "P", "C", "C", "H", "H", "C", "C", "C", "C", "H", "H", "H", "C", "H", "C", "H", "H", "H", "H", "C", "H", "C", "H", "C", "C", "C"], "positions_angstrom": [[-1.845, 0.842, -0.412], [1.029, 0.372, 1.509], [-2.041, -1.509, -2.535], [-0.022, -0.483, 0.224], [1.880, -0.650, -1.898], [-2.463, 0.392, -3.509], [-4.335, 0.296, 1.237], [2.667, -3.000, -4.232], [-0.556, 0.620, 2.942], [-1.567, 3.732, 0.866], [0.860, 1.630, 4.678], [-3.087, 2.925, -0.550], [-3.785, 1.147, 0.834], [2.896, 0.175, 0.416], [-0.406, -0.167, -3.055], [1.293, 1.332, 3.732], [-1.685, -0.141, -2.451], [-3.940, 1.731, -0.463], [3.226, 1.067, 2.311], [4.293, 1.158, 2.151], [-2.308, 1.640, 2.455], [2.155, -2.530, -3.400], [0.452, -2.592, -1.683], [1.110, -3.194, -2.760], [0.836, -1.312, -1.227], [-0.362, -3.132, -1.226], [-3.040, 3.609, -1.399], [0.805, -4.176, -3.100], [0.166, -2.025, 1.292], [3.345, -0.740, -3.475], [2.664, 1.480, 3.518], [2.184, 0.344, -1.604], [3.294, 1.897, 4.293], [1.227, -2.342, 1.358], [-0.444, -2.859, 0.901], [-2.326, 2.989, 0.618], [-0.224, -1.834, 2.314], [-2.694, 1.835, 1.452], [-4.689, 1.442, -1.204], [2.416, 0.516, 1.314], [2.539, -1.259, -2.972], [0.484, 0.773, 2.737]], "homo_energy_ev": [-0.44, -0.27], "e_lumo_ev": [3.20, 3.18], "orbital_gap_ev": [3.6, 3.4], "charge": -1}

Record-wise calculated total energy values, in hartree: -935.71992, -772.45002, -325.57990, -285.53877, -386.05320, -1395.81073
Record-wise energy relative to the best compared isomer or geometry (same formula, charge and spin) values, in kJ/mol: 36.6, 674.3, 206.9, 69.9, 338.4, 0.0